(1)
C3H11N3S | ωB97M-V/def2-TZVPD

The LUMO energy is -8.0 eV. The HOMO energy comes out at -16.67 eV. Its net charge is +2.

Last column: Mulliken charge in e.
Geometry (Å):
C -7.00 -0.40 -0.09  0.634
C 2.51 -1.02 0.58  -0.682
C 2.50 1.37 0.99  -0.810
N -6.81 -1.63 -0.32  -0.322
N 2.81 0.81 -1.49  -0.545
N 2.09 0.24 0.21  -0.099
S -7.24 1.03 0.33  -0.001
H 1.83 -1.21 1.33  0.378
H 2.16 -1.76 -0.17  0.303
H 3.69 -1.07 0.75  0.351
H 3.56 1.35 1.58  0.301
H 2.30 2.28 0.56  0.384
H 1.86 1.28 1.81  0.395
H -6.26 -1.86 -1.18  0.340
H -6.63 -2.40 0.37  0.349
H 3.84 0.77 -1.64  0.332
H 2.40 0.42 -2.33  0.312
H 2.37 1.78 -1.30  0.380

***

(2)
C3H11N3S | ωB97M-V/def2-TZVPD

The LUMO energy (spin up / spin down) is -7.8 / -7.8 eV. The HOMO energy (spin up / spin down) comes out at -15.13 / -15.13 eV. Its net charge is +2.

Last column: Mulliken charge in e.
Geometry (Å):
C 0.45 5.68 -6.92  0.641
C 0.75 0.09 1.16  -0.491
C -1.68 -1.29 0.75  -0.758
N 0.40 6.00 -5.70  -0.261
N -0.16 -2.80 1.93  -0.310
N -0.76 -1.49 1.80  -0.488
S 0.32 5.35 -8.41  0.028
H 1.63 0.05 1.73  0.296
H 0.56 -0.37 0.23  0.342
H 0.17 0.92 1.47  0.264
H -1.29 -1.57 -0.22  0.374
H -2.63 -1.84 0.89  0.348
H -1.78 -0.18 0.89  0.259
H 0.42 5.28 -5.01  0.292
H 0.67 6.91 -5.40  0.300
H 0.32 -3.11 1.05  0.378
H 0.53 -2.93 2.78  0.387
H -0.79 -3.61 2.22  0.398

***

Most stable one: (1), least stable one: (2).

***

(1)
C5H10O3 | ωB97M-V/def2-TZVPD

The LUMO energy (spin up / spin down) is -1.7 / -2.0 eV. The HOMO energy (spin up / spin down) comes out at -9.06 / -8.71 eV.

Last column: Mulliken charge in e.
Geometry (Å):
C -0.29 -1.89 1.18  -0.586
O 0.71 -1.22 0.48  -0.459
H 0.20 -1.03 -0.99  0.258
H 0.20 -2.35 2.05  0.254
H -0.77 -2.68 0.60  0.267
H -1.04 -1.19 1.57  0.304
C 1.61 1.47 0.59  -1.277
C -1.48 0.28 -1.40  -1.138
C 0.06 0.19 -1.14  0.577
C 0.23 0.90 0.40  0.871
O 0.89 0.64 -1.96  -0.518
O -0.71 1.11 1.12  -0.553
H 2.36 0.75 0.27  0.315
H 1.69 2.35 -0.04  0.325
H -2.00 -0.22 -0.59  0.300
H 1.74 1.74 1.63  0.367
H -1.68 -0.18 -2.36  0.364
H -1.74 1.33 -1.40  0.329

***

(2)
C5H10O3 | ωB97M-V/def2-TZVPD

The LUMO energy is 0.4 eV. The HOMO energy comes out at -9.00 eV. The structure (SMILES) is C[C@@H](O)[C@](C)(O)C=O.

Last column: Mulliken charge in e.
Geometry (Å):
C 0.10 1.64 -1.22  -1.427
C 0.33 0.79 0.01  0.790
C -0.67 0.89 1.05  -0.166
O 1.66 0.89 0.42  -0.578
O -1.89 0.71 0.85  -0.572
H 1.79 0.43 1.25  0.366
H -1.91 -0.38 -0.18  0.457
H -0.28 0.94 2.08  0.323
H -0.90 1.46 -1.61  0.309
H 0.21 2.69 -0.96  0.407
H 0.84 1.39 -1.98  0.380
C 0.32 -1.94 0.57  -1.169
C -0.08 -0.96 -0.52  0.128
O -1.37 -1.00 -0.87  -0.579
H 0.59 -0.97 -1.38  0.366
H 1.36 -1.80 0.86  0.328
H -0.32 -1.83 1.44  0.288
H 0.22 -2.95 0.18  0.348

***

(3)
C5H10O3 | ωB97M-V/def2-TZVPD

The LUMO energy is 0.9 eV. The HOMO energy comes out at -9.50 eV. The structure (SMILES) is OCC1OCCCO1.

Last column: Mulliken charge in e.
Geometry (Å):
C 0.58 1.99 -0.33  -0.734
C 0.79 0.53 -0.67  0.275
C 0.41 -0.63 1.25  -0.295
C -0.62 -1.65 0.67  -0.603
C -0.79 -1.25 -0.86  -0.637
H -1.26 1.67 -0.17  0.391
H 1.34 2.31 0.33  0.351
H 0.62 2.63 -1.22  0.340
H 1.48 0.45 -1.58  0.315
H -0.04 0.36 1.55  0.251
H 0.99 -0.95 2.11  0.371
H -0.42 -2.72 0.79  0.339
H -1.57 -1.44 1.17  0.283
H -0.02 -1.84 -1.39  0.285
H -1.66 -1.56 -1.22  0.552
O -0.65 2.22 0.38  -0.558
O 1.34 -0.23 0.31  -0.425
O -0.52 0.10 -1.12  -0.498

***

Most stable one: (2), least stable one: (1).

***

(1)
C4H11NP | ωB97M-V/def2-TZVPD

The LUMO energy is -4.1 eV. The HOMO energy comes out at -14.12 eV. The structure (SMILES) is C[N@H+]1C[C@]1(C)P. Its net charge is +1.

Last column: Mulliken charge in e.
Geometry (Å):
C 0.08 0.66 -1.24  -0.451
C -0.44 -0.21 -0.18  0.453
C 0.09 -1.52 0.07  -1.671
C 1.65 0.84 0.82  -0.822
N 0.39 0.98 0.18  0.063
P -2.58 0.42 0.30  0.033
H 0.96 0.20 -1.88  0.255
H -0.55 1.34 -1.72  0.305
H 0.77 -1.90 -0.65  0.443
H -0.71 -2.19 0.02  0.404
H 0.52 -1.79 1.04  0.440
H 2.52 1.28 0.37  0.343
H 1.72 1.02 1.91  0.349
H 1.89 -0.31 0.83  0.239
H -0.32 1.61 0.63  0.393
H -2.82 -0.99 0.51  0.115
H -3.15 0.57 -1.00  0.110

***

(2)
C4H11NP | ωB97M-V/def2-TZVPD

The LUMO energy is -4.5 eV. The HOMO energy comes out at -14.16 eV. The structure (SMILES) is CPC=[N+](C)C. Its net charge is +1.

Last column: Mulliken charge in e.
Geometry (Å):
C 0.23 0.71 0.54  0.013
C -2.17 0.33 0.83  -0.838
C -1.15 0.01 -1.36  -1.003
C 2.43 -1.00 0.00  -0.815
N -0.91 0.42 0.02  0.098
P 2.01 0.72 -0.50  0.063
H 0.39 0.94 1.67  0.345
H -1.99 0.67 1.89  0.279
H -2.54 -0.78 0.82  0.347
H -3.01 0.90 0.47  0.358
H -0.38 -0.72 -1.65  0.372
H -1.09 0.93 -1.88  0.403
H -2.06 -0.60 -1.60  0.343
H 3.27 -1.22 -0.77  0.290
H 1.54 -1.59 -0.22  0.300
H 2.83 -1.08 1.00  0.340
H 2.59 1.40 0.73  0.105

***

Most stable one: (2), least stable one: (1).

***

(1)
C21H23N3O4 | ωB97M-V/def2-TZVPD

The LUMO energy is -0.7 eV. The HOMO energy comes out at -7.90 eV. The structure (SMILES) is CCOc1ccccc1N1CCN(C(=O)/C=C/c2cccc([N+](=O)[O-])c2)CC1.

Last column: Mulliken charge in e.
Geometry (Å):
C -2.47 -5.39 -1.41  -1.108
C -2.67 -4.38 -0.27  -0.498
O -2.35 -3.06 -0.65  -0.470
C -3.16 -2.39 -1.53  0.875
C -4.44 -2.78 -1.87  -0.517
C -5.20 -2.05 -2.77  -0.869
C -4.67 -0.91 -3.34  -0.852
C -3.40 -0.49 -2.99  -0.237
C -2.62 -1.21 -2.09  0.029
N -1.31 -0.84 -1.78  0.392
C -0.59 0.04 -2.67  -0.741
C 0.91 -0.19 -2.47  -1.337
N 1.28 0.02 -1.09  0.105
C 1.98 1.14 -0.76  0.465
O 2.32 1.96 -1.61  -0.675
C 2.37 1.30 0.66  -0.786
C 2.67 2.52 1.13  -0.144
C 3.12 2.86 2.46  1.063
C 3.52 4.17 2.72  -0.347
C 3.97 4.52 3.98  -0.205
C 4.02 3.60 5.02  -0.509
C 3.61 2.30 4.77  -0.615
C 3.17 1.93 3.51  -0.596
H 2.85 0.92 3.34  0.333
H 3.64 1.57 5.56  0.397
H 4.37 3.91 5.99  0.475
N 4.38 5.88 4.23  1.026
O 4.78 6.15 5.35  -0.624
O 4.31 6.67 3.31  -0.609
H 3.50 4.92 1.94  0.484
H 2.57 3.35 0.43  0.371
H 2.47 0.41 1.26  0.617
C 0.53 -0.83 -0.19  -0.802
C -0.97 -0.58 -0.40  -0.540
H -1.20 0.46 -0.13  0.187
H -1.54 -1.25 0.25  0.446
H 0.75 -1.87 -0.43  0.226
H 0.79 -0.63 0.84  0.472
H 1.49 0.50 -3.09  0.477
H 1.15 -1.22 -2.74  0.347
H -0.86 -0.19 -3.70  0.586
H -0.81 1.11 -2.47  0.367
H -3.01 0.41 -3.43  0.468
H -5.25 -0.34 -4.05  0.383
H -6.19 -2.39 -3.03  0.387
H -4.87 -3.68 -1.44  0.318
H -3.69 -4.44 0.13  0.355
H -1.97 -4.60 0.54  0.367
H -1.45 -5.34 -1.76  0.308
H -2.68 -6.39 -1.05  0.398
H -3.14 -5.16 -2.24  0.360

***

(2)
C21H23N3O4 | ωB97M-V/def2-TZVPD

The LUMO energy is 0.7 eV. The HOMO energy comes out at -7.31 eV. The structure (SMILES) is COc1ccc(N2CCN(C(=O)CN3C(=O)COc4ccccc43)CC2)cc1.

Last column: Mulliken charge in e.
Geometry (Å):
C -3.72 -5.15 -5.60  -0.820
H -3.84 -6.00 -6.26  0.234
O -2.34 -5.06 -5.34  -0.462
C -1.90 -4.05 -4.52  0.772
C -2.71 -3.09 -3.92  -0.675
C -2.15 -2.12 -3.11  -0.660
C -0.78 -2.06 -2.87  0.663
C 0.02 -3.02 -3.50  -0.214
C -0.53 -3.99 -4.30  -0.797
H 0.10 -4.72 -4.78  0.411
H 1.09 -2.99 -3.38  0.440
N -0.18 -1.05 -2.11  0.048
C 0.83 -1.41 -1.14  -0.875
H 1.41 -2.27 -1.48  0.356
C 0.19 -1.74 0.22  -0.946
N -0.58 -0.60 0.68  0.064
C -0.10 0.10 1.73  1.005
O 0.84 -0.28 2.39  -0.707
C -0.77 1.44 2.09  -1.289
N 0.27 2.45 2.15  0.179
C 0.58 3.06 0.98  0.559
O -0.01 2.83 -0.06  -0.630
C 1.65 4.13 1.07  -0.458
H 1.18 5.07 1.42  0.222
O 2.72 3.79 1.93  -0.489
C 2.33 3.26 3.13  0.336
C 3.21 3.36 4.20  -0.707
C 2.86 2.85 5.43  -0.470
C 1.63 2.24 5.60  -0.953
C 0.76 2.11 4.54  -0.396
C 1.10 2.61 3.28  1.168
H -0.18 1.60 4.69  0.266
H 1.35 1.84 6.56  0.396
H 3.55 2.93 6.26  0.379
H 4.15 3.85 4.03  0.435
H 2.08 4.30 0.08  0.329
H -1.26 1.35 3.06  0.346
H -1.48 1.78 1.35  0.541
C -1.62 -0.25 -0.26  -0.744
H -2.21 0.60 0.07  0.207
C -0.96 0.06 -1.62  -1.123
H -1.72 0.34 -2.36  0.564
H -0.29 0.92 -1.48  0.432
H -2.28 -1.12 -0.36  0.578
H 0.95 -1.96 0.97  0.473
H -0.48 -2.60 0.11  0.342
H 1.51 -0.56 -1.01  0.411
H -2.83 -1.40 -2.66  0.233
H -3.78 -3.09 -4.07  0.374
H -4.30 -5.31 -4.69  0.326
H -4.09 -4.25 -6.11  0.328

***

Most stable one: (2), least stable one: (1).